A molecular structure, C28H29N5O2OsS4. Source: the Open Molecules 2025 dataset; level of theory: wB97M-V/def2-TZVPD.

## Properties
highest occupied orbital energy (spin up / spin down): -13.49 / -13.50 eV
HOMO-LUMO gap (spin up / spin down): 5.84 / 5.84 eV
charge: +2

Each line ends with the Mulliken charge.
Positions of all 69 atoms, in Å:
Os  1.77  0.80  0.27  3.2824
S  3.92  1.69  -0.04  -0.3485
C  3.01  3.16  -0.04  0.3986
N  1.73  2.92  0.19  0.0250
C  0.97  4.08  0.19  -0.4334
C  -0.39  4.20  0.46  0.5031
C  -0.95  5.46  0.42  -1.1556
C  -0.18  6.60  0.14  -0.5652
C  1.18  6.49  -0.10  -0.5776
C  1.75  5.22  -0.07  0.5844
S  3.42  4.79  -0.31  -0.1862
H  -1.00  3.33  0.66  0.3459
H  -2.01  5.58  0.61  0.4402
H  -0.64  7.57  0.12  0.4127
H  1.78  7.36  -0.31  0.4292
C  -3.05  -3.52  -4.58  -1.5125
C  -2.38  -2.52  -3.69  0.9345
C  -1.39  -1.67  -4.18  -1.0616
C  -0.78  -0.73  -3.36  -0.5331
C  -1.16  -0.66  -2.03  0.5844
C  -2.14  -1.50  -1.50  -0.5176
C  -2.73  -2.43  -2.34  -0.7944
S  -0.66  0.72  -1.08  1.0851
O  -1.61  1.76  -1.21  -0.6033
O  0.76  1.07  -1.56  -1.0570
N  -0.28  0.25  0.40  -0.2082
C  -0.90  0.76  1.57  -0.0703
C  -2.24  0.82  1.84  -0.4119
C  -2.69  1.30  3.09  -1.1756
C  -1.80  1.68  4.06  -0.9143
C  -0.41  1.64  3.81  0.3933
C  0.57  2.04  4.75  -0.6373
C  1.89  2.02  4.40  -1.0350
C  2.26  1.62  3.11  -0.0529
N  1.37  1.21  2.22  -0.6123
C  0.03  1.19  2.55  0.6493
H  -2.80  -3.35  -5.63  0.4003
H  -4.13  -3.47  -4.47  0.3820
H  -2.75  -4.54  -4.32  0.3072
H  -1.11  -1.72  -5.22  0.3715
H  -0.05  -0.04  -3.76  0.5837
H  -2.43  -1.43  -0.47  0.3018
H  -3.50  -3.08  -1.95  0.4847
H  -2.96  0.51  1.09  0.5543
H  -3.75  1.35  3.28  0.4560
H  -2.15  2.03  5.03  0.4751
H  0.26  2.37  5.73  0.5006
H  2.66  2.32  5.10  0.4762
H  3.29  1.64  2.79  0.5664
C  0.60  -4.67  0.92  -1.2105
N  0.84  -3.22  0.85  0.2467
C  0.65  -2.53  2.13  -1.5580
C  1.50  -2.65  -0.15  0.7190
S  2.61  -1.29  0.16  -0.5813
N  1.48  -3.13  -1.38  0.1763
C  2.45  -2.72  -2.41  -1.1109
C  0.40  -3.99  -1.89  -1.5712
H  0.90  -5.01  1.91  0.4508
H  1.20  -5.20  0.19  0.4033
H  -0.46  -4.92  0.78  0.3549
H  -0.24  -2.94  2.59  0.4428
H  0.51  -1.47  1.96  0.7244
H  1.50  -2.70  2.79  0.3426
H  3.44  -2.59  -1.98  0.4785
H  2.13  -1.80  -2.89  0.3399
H  2.50  -3.52  -3.15  0.4266
H  -0.47  -3.92  -1.25  0.4696
H  0.72  -5.03  -1.98  0.4032
H  0.14  -3.62  -2.88  0.5891


9 unconnected molecules or ions with the total composition C39H77BI2NO9 in a non-equilibrium geometry. Source: the Open Molecules 2025 dataset; level of theory: wB97M-V/def2-TZVPD.

## Properties
highest occupied orbital energy: -10.67 eV
HOMO-LUMO gap: 7.83 eV
charge: +1

Each line ends with the Mulliken charge.
Positions of all 129 atoms, in Å:
C  -1.47  -7.16  -5.90  -1.1601
C  -1.46  -5.68  -5.32  -0.4432
C  -0.33  -5.39  -4.24  -0.1064
C  -0.63  -6.05  -2.81  -0.4539
C  -2.09  -5.80  -2.24  -0.7159
C  -2.63  -4.32  -2.34  -0.8421
C  -2.06  -3.29  -1.26  0.2743
C  -1.65  -3.94  0.14  -1.1888
C  -0.77  -2.95  1.08  -0.2938
C  0.54  -2.45  0.26  -0.3437
C  0.38  -2.63  -1.34  2.1445
C  1.58  -2.05  -2.17  -1.2870
I  1.58  -0.30  -3.46  0.0669
C  2.85  -2.70  -2.12  0.1152
C  4.12  -2.12  -2.92  -1.1671
I  3.26  -4.52  -1.02  0.0238
N  -0.99  -2.35  -1.84  -0.6627
B  -1.55  -0.95  -1.72  0.6497
C  -1.06  0.25  -0.78  -0.4253
O  -2.63  -0.64  -2.63  -0.4965
H  -0.46  -7.54  -6.26  0.3064
H  -1.96  -7.83  -5.12  0.2567
H  -2.20  -7.16  -6.79  0.3527
H  -1.26  -4.96  -6.19  0.3564
H  -2.51  -5.45  -4.96  0.1639
H  0.63  -5.87  -4.63  0.4733
H  -0.12  -4.29  -4.07  -0.1162
H  -0.53  -7.19  -2.96  0.4961
H  0.16  -5.80  -2.01  -0.0563
H  -2.16  -6.26  -1.19  0.3554
H  -2.80  -6.45  -2.87  0.4410
H  -3.77  -4.37  -2.19  0.2836
H  -2.50  -3.97  -3.42  0.2725
H  -2.96  -2.62  -1.00  0.4021
H  -2.58  -4.26  0.73  0.5642
H  -0.99  -4.87  0.04  0.1572
H  -1.46  -2.07  1.33  0.0105
H  -0.43  -3.49  2.01  0.4668
H  1.41  -3.04  0.68  0.4375
H  0.72  -1.36  0.55  0.1995
H  0.50  -3.77  -1.48  -1.1958
H  5.07  -2.70  -2.67  0.3609
H  4.28  -1.08  -2.47  0.3080
H  3.93  -2.03  -4.03  0.3280
H  -0.99  -2.58  -2.85  0.8135
H  -1.34  1.23  -1.30  0.2244
H  0.08  0.27  -0.71  0.1579
H  -1.54  0.21  0.25  0.1671
H  -2.47  -1.10  -3.48  0.3109
C  -0.98  2.66  2.48  -1.2164
C  0.14  1.66  2.63  0.7269
O  0.09  0.58  2.08  -0.4217
C  1.31  2.06  3.48  -0.8022
H  -1.76  2.24  1.84  0.2691
H  -1.42  2.88  3.46  0.3785
H  -0.61  3.58  2.02  0.3270
H  0.98  2.25  4.50  0.4592
H  1.79  2.95  3.07  0.0267
H  2.03  1.25  3.50  0.2634
C  6.13  2.39  2.48  -1.1487
C  5.34  1.91  3.67  0.8204
O  4.13  1.77  3.61  -0.4756
C  6.10  1.60  4.93  -1.2030
H  5.46  2.57  1.65  0.2564
H  6.65  3.32  2.73  0.3177
H  6.86  1.62  2.19  0.4217
H  6.61  2.50  5.29  0.3174
H  6.82  0.80  4.75  0.4024
H  5.40  1.27  5.70  0.2777
C  -1.99  -4.06  5.11  -1.1187
C  -2.71  -5.05  4.22  0.8621
O  -3.03  -4.75  3.08  -0.5446
C  -3.00  -6.41  4.79  -1.0910
H  -1.84  -3.12  4.56  0.2357
H  -2.59  -3.86  6.00  0.3847
H  -1.01  -4.46  5.39  0.3294
H  -3.64  -6.31  5.67  0.2804
H  -2.07  -6.91  5.06  0.4245
H  -3.52  -7.01  4.04  0.2474
C  -7.93  -7.85  6.68  -1.1080
C  -6.97  -7.07  5.82  0.7964
O  -5.87  -7.50  5.56  -0.5149
C  -7.44  -5.74  5.30  -0.9477
H  -7.46  -8.79  6.99  0.2987
H  -8.18  -7.27  7.58  0.3272
H  -8.84  -8.08  6.12  0.3319
H  -7.67  -5.07  6.13  0.3218
H  -8.32  -5.87  4.67  0.3280
H  -6.65  -5.29  4.69  0.1683
C  4.58  3.79  -2.61  -1.1427
C  3.44  4.76  -2.43  0.9036
O  3.56  5.76  -1.76  -0.6041
C  2.14  4.42  -3.12  -0.4705
H  5.45  4.16  -2.06  0.3330
H  4.30  2.81  -2.21  0.2281
H  4.84  3.71  -3.66  0.3411
H  1.76  3.47  -2.75  0.1223
H  2.30  4.37  -4.20  0.2973
H  1.40  5.20  -2.91  0.0643
C  -0.76  8.82  -2.42  -1.2738
C  0.39  7.87  -2.27  0.9204
O  0.38  6.78  -2.83  -0.5982
C  1.55  8.31  -1.43  -0.9259
H  -1.53  8.37  -3.05  0.3138
H  -1.20  9.03  -1.44  0.3971
H  -0.42  9.75  -2.88  0.3252
H  1.22  8.49  -0.40  0.3331
H  2.00  9.21  -1.84  0.3289
H  2.31  7.52  -1.41  0.1488
C  3.38  5.21  4.03  -0.6100
C  3.45  5.31  5.54  0.8876
O  4.04  4.48  6.19  -0.5393
C  2.75  6.48  6.19  -1.2047
H  3.92  4.32  3.71  -0.1878
H  2.33  5.12  3.72  0.2224
H  3.83  6.09  3.58  0.4671
H  1.68  6.45  5.97  0.3107
H  3.18  7.42  5.83  0.3255
H  2.89  6.42  7.27  0.3248
C  -1.76  6.57  -7.28  -1.0500
C  -0.52  7.43  -7.25  0.7078
O  -0.31  8.26  -8.12  -0.5588
C  0.44  7.23  -6.11  -0.4871
H  -2.36  6.83  -8.15  0.3091
H  -1.48  5.52  -7.34  0.2966
H  -2.35  6.75  -6.38  0.2857
H  0.82  6.20  -6.12  0.2279
H  -0.06  7.44  -5.16  -0.1043
H  1.28  7.91  -6.22  0.3403


A molecular structure, C3H4Li3O2 in a non-equilibrium geometry. Source: the Open Molecules 2025 dataset; level of theory: wB97M-V/def2-TZVPD.

## Properties
spin multiplicity: 2
highest occupied orbital energy (spin up / spin down): -3.06 / -6.93 eV
HOMO-LUMO gap (spin up / spin down): 1.83 / 5.84 eV

Each line ends with the Mulliken charge.
Positions of all 12 atoms, in Å:
O  0.78  -0.92  0.36  -0.2474
C  1.67  0.02  0.02  -0.1454
C  -0.66  -0.84  -0.07  -0.2354
O  2.81  -0.31  0.46  -0.6581
C  -1.34  0.48  -0.07  -1.2705
Li  4.36  0.24  -0.22  0.7834
H  -1.10  -1.46  0.73  0.1543
H  -0.82  -1.51  -0.92  0.3116
H  -1.08  0.70  0.98  0.5313
H  -1.65  0.88  -1.06  0.4460
Li  0.30  1.67  -0.91  0.3790
Li  -3.28  1.04  0.70  -0.0488


One value per record, in order, for energy: -3191.592251; -2884.082273; -289.648511 Ha.